w | DFT (wB97M-V/def2-TZVPD) results for C3H6N2O4 in the gas phase.

Geometry as XYZ:
```
15
Properties=species:S:1:pos:R:3:nbo_charge:R:1
C -1.197 0.504 0.107 0.524
C -0.020 1.217 0.093 -0.492
C 1.321 0.603 -0.011 0.609
H -2.912 -1.753 0.321 0.486
H -0.533 -1.316 -0.396 0.403
H -3.111 0.635 -0.042 0.503
H -0.078 2.292 -0.028 0.256
H 1.003 -1.164 0.988 0.370
H 3.277 -0.441 0.015 0.488
N -1.301 -0.864 0.090 -0.369
N 1.431 -0.815 0.142 -0.374
O -2.600 -1.224 -0.429 -0.569
O -2.366 1.186 0.241 -0.654
O 2.318 1.257 -0.370 -0.625
O 2.751 -1.274 0.105 -0.556
```

- Frontier orbital gap: 9.0609 eV
- Charge: 0
- SMILES: O=C(/C=C(/O)NO)NO

x | DFT (wB97M-V/def2-TZVPD) results for C3H6N2O4 in the gas phase.

Geometry as XYZ:
```
15
Properties=species:S:1:pos:R:3:nbo_charge:R:1
C -1.479 0.967 -0.906 0.883
C -0.331 0.362 1.035 0.200
C 1.514 -1.028 0.722 0.878
H -2.302 1.008 -2.762 0.406
H -2.268 -0.556 -1.994 0.405
H -0.546 -0.285 1.886 0.199
H -0.449 1.424 1.283 0.203
H 3.272 -1.905 0.210 0.408
H 3.170 -0.193 -0.159 0.408
N -2.239 0.450 -1.914 -0.836
N 2.801 -1.017 0.308 -0.835
O -1.117 2.111 -0.794 -0.631
O -1.190 -0.018 -0.014 -0.526
O 1.004 0.235 0.613 -0.526
O 0.923 -1.994 1.155 -0.635
```

- Frontier orbital gap: 11.4133 eV
- Charge: 0
- SMILES: NC(=O)OCOC(N)=O

y | DFT (wB97M-V/def2-TZVPD) results for a molecular structure, C3H6N2O4.

Geometry as XYZ:
```
15
Properties=species:S:1:pos:R:3:nbo_charge:R:1
C 0.506 -0.488 0.701 0.763
C -0.120 0.653 -1.211 -0.300
C -0.532 1.869 -0.454 0.785
H -0.322 -3.314 1.097 0.482
H 1.480 -1.906 1.957 0.386
H 0.174 -1.258 -1.466 0.436
H 1.060 0.987 -1.814 0.184
H -1.006 0.993 -1.909 0.246
H -1.719 2.672 0.833 0.491
N 0.674 -1.753 1.276 -0.375
N -0.106 -0.532 -0.561 -0.672
O 0.620 -2.920 0.509 -0.538
O 1.000 0.532 1.165 -0.596
O -1.680 1.568 0.385 -0.730
O -0.029 2.897 -0.508 -0.561
```

- Frontier orbital gap: 10.1012 eV
- Charge: 0

x ends up most stable, edging out the next structure by 4.869 eV.

w | DFT (wB97M-V/def2-TZVPD) results for a gas-phase ion, CH2N5S (charge -1).

Geometry as XYZ:
```
9
Properties=species:S:1:pos:R:3:nbo_charge:R:1
C 2.128 0.593 0.122 0.130
N 1.464 -0.448 1.984 -0.137
N 3.117 0.606 1.022 -0.380
N 2.637 0.007 2.102 -0.107
N 1.077 -0.019 0.760 -0.099
N -0.068 -0.365 0.047 -0.662
S 1.952 0.941 -1.506 -0.483
H -0.027 -1.341 0.097 0.336
H 0.009 -0.224 -1.009 0.402
```

- Frontier orbital gap: 7.3562 eV
- Charge: -1
- SMILES: Nn1nnnc1[S-]

x | DFT (wB97M-V/def2-TZVPD) results for 2 unconnected molecules or ions with the total composition CH2N5S.

Geometry as XYZ:
```
9
Properties=species:S:1:pos:R:3:nbo_charge:R:1
C -0.766 0.552 -0.477 0.234
N -2.531 1.632 -1.031 -0.101
N -1.239 1.322 -1.394 -0.469
N -1.733 0.274 0.474 -0.502
N -2.848 1.046 0.025 -0.126
N 1.101 -0.249 0.964 -0.790
S 2.070 -1.290 0.194 0.013
H 1.569 0.631 1.239 0.327
H -1.821 -0.571 1.015 0.413
```

- Frontier orbital gap (alpha / beta): 6.4523 / 7.1241 eV
- Charge: -1

w ends up most stable, edging out the next structure by 3.034 eV.

w | DFT (wB97M-V/def2-TZVPD) results for a molecular structure, C5H7NS2.

Geometry as XYZ:
```
15
Properties=species:S:1:pos:R:3:nbo_charge:R:1
C 0.097 -0.880 -0.005 -0.081
C -0.839 -0.028 0.782 -0.395
C -0.036 1.051 1.535 -0.222
C 1.282 1.232 -0.554 -0.223
C 0.349 0.135 -1.088 -0.385
H -1.557 -0.544 1.432 0.248
H -0.730 1.691 2.134 0.210
H 0.615 0.503 2.257 0.180
H 1.276 2.541 1.017 0.376
H 2.220 0.741 -0.307 0.182
H 1.456 1.980 -1.337 0.209
H 0.659 -0.225 -2.045 0.242
N 0.651 1.892 0.578 -0.628
S 0.577 -2.412 0.154 0.058
S -1.428 0.600 -0.855 0.229
```

- Frontier orbital gap: 8.7408 eV
- Charge: 0

x | DFT (wB97M-V/def2-TZVPD) results for C5H7NS2 in the gas phase.

Geometry as XYZ:
```
15
Properties=species:S:1:pos:R:3:nbo_charge:R:1
C 0.221 0.650 0.674 -0.410
C 1.424 -0.134 1.216 -0.453
C 1.888 -1.119 0.217 -0.255
C 1.024 -1.683 -0.650 -0.019
C -0.841 -0.276 0.050 0.096
H 1.482 1.035 -1.307 0.123
H -0.174 1.228 1.522 0.263
H 1.110 -0.650 2.140 0.228
H 2.247 0.548 1.491 0.238
H 2.919 -1.500 0.255 0.226
H 1.238 -2.509 -1.342 0.220
H -1.022 -1.904 -1.096 0.422
N -0.314 -1.340 -0.635 -0.605
S 0.699 1.835 -0.595 0.010
S -2.442 -0.054 0.204 -0.082
```

- Frontier orbital gap: 8.6155 eV
- Charge: 0
- SMILES: S=C1NC=CC[C@H]1S

x ends up most stable, edging out the next structure by 0.958 eV.